Record 1
Density functional theory data (ωB97M-V/def2-TZVPD) for 2 unconnected molecules or ions with the total composition C14H16.

CARTESIAN COORDINATES (ANGSTROEM)
C  3.80  0.85  -2.88
C  0.41  -0.14  -1.36
C  0.54  -1.49  -1.30
C  1.55  0.70  -1.71
C  2.64  0.00  -2.20
C  1.71  -2.20  -1.54
C  2.71  -1.42  -2.05
H  -0.54  0.33  -1.26
H  -0.21  -2.13  -0.87
H  1.42  1.71  -1.80
H  1.91  -3.27  -1.44
H  4.80  1.21  -2.50
H  3.27  1.66  -3.53
H  3.67  -1.74  -2.14
H  4.24  0.21  -3.61
C  -2.42  -1.87  1.91
C  -1.59  2.29  1.93
C  -2.99  1.92  1.85
C  -0.59  1.41  1.91
C  -3.24  0.57  1.82
C  -0.81  0.07  2.16
C  -2.12  -0.41  1.95
H  -1.31  3.29  1.55
H  -3.69  2.67  1.57
H  0.43  1.80  1.74
H  -4.17  0.04  1.44
H  0.05  -0.55  2.26
H  -2.62  -2.45  2.85
H  -1.44  -2.30  1.64
H  -3.35  -2.06  1.26

Values from the calculation:
HOMO energy (alpha / beta) (eV): -11.63 / -11.60
Spin multiplicity: 2
ΔE to the lowest compared entry with this formula, charge and spin (kcal/mol): 58.5
HOMO-LUMO gap (alpha / beta) (eV): 7.317 / 3.424
⟨S²⟩: 0.7672
Net charge: +1

Record 2
Density functional theory data (ωB97M-V/def2-TZVPD) for 4 unconnected molecules or ions with the total composition C26H23FNO12.

CARTESIAN COORDINATES (ANGSTROEM)
F  1.85  2.56  -0.67
C  1.55  2.72  -2.02
C  2.11  1.55  -2.82
C  2.27  0.25  -2.00
C  3.71  0.00  -1.65
C  4.27  -1.27  -1.81
C  5.61  -1.50  -1.52
C  6.38  -0.45  -1.07
N  5.82  0.75  -0.89
C  4.53  1.00  -1.16
H  0.47  2.80  -2.14
H  1.96  3.67  -2.36
H  1.44  1.37  -3.66
H  3.06  1.84  -3.26
H  1.98  -0.57  -2.66
H  1.63  0.21  -1.12
H  3.67  -2.09  -2.15
H  6.05  -2.47  -1.64
H  7.43  -0.57  -0.85
H  6.39  1.51  -0.53
H  4.14  2.00  -1.02
C  0.87  -3.65  2.95
C  1.40  -3.41  1.74
C  1.49  -2.02  1.18
O  2.02  -1.88  0.08
C  0.96  -0.93  1.96
C  0.42  -1.16  3.17
C  0.35  -2.55  3.75
O  -0.12  -2.69  4.85
O  -0.09  -0.20  3.91
O  1.89  -4.37  0.96
H  0.80  -4.65  3.36
H  1.02  0.07  1.54
H  -0.45  -0.62  4.72
H  2.21  -3.93  0.16
C  -4.38  -0.69  6.11
C  -5.50  -1.06  6.74
C  -5.84  -2.51  6.95
O  -6.87  -2.77  7.55
C  -4.94  -3.52  6.42
C  -3.82  -3.14  5.78
C  -3.47  -1.69  5.60
O  -2.43  -1.44  5.01
O  -2.95  -4.01  5.28
O  -6.37  -0.20  7.23
H  -4.12  0.35  5.95
H  -5.20  -4.56  6.56
H  -2.22  -3.49  4.90
H  -7.08  -0.73  7.64
C  -1.70  2.14  -5.43
C  -2.85  2.62  -5.91
C  -2.93  3.95  -6.61
O  -4.01  4.31  -7.03
C  -1.71  4.74  -6.73
C  -0.56  4.26  -6.24
C  -0.49  2.92  -5.56
O  0.61  2.55  -5.16
O  0.59  4.93  -6.31
O  -4.00  1.96  -5.82
H  -1.63  1.19  -4.93
H  -1.78  5.70  -7.21
H  1.26  4.36  -5.89
H  -4.67  2.53  -6.25

Values from the calculation:
HOMO energy (eV): -11.04
HOMO-LUMO gap (eV): 7.098
Net charge: +1

Record 3
Density functional theory data (ωB97M-V/def2-TZVPD) for a molecular structure, C38H35MoNO7P2S3.

CARTESIAN COORDINATES (ANGSTROEM)
Mo  0.55  -0.01  0.04
N  -0.31  -1.68  -2.60
P  -1.25  -0.95  -1.44
C  -2.51  -2.08  -0.90
C  -3.71  -1.58  -0.41
C  -4.68  -2.46  0.05
C  -4.44  -3.83  0.02
C  -3.24  -4.32  -0.47
C  -2.27  -3.45  -0.93
C  -1.95  0.60  -1.99
C  -2.78  0.73  -3.11
C  -3.11  2.00  -3.56
C  -2.62  3.13  -2.91
C  -1.80  3.01  -1.80
C  -1.48  1.74  -1.34
P  1.25  -1.25  -2.11
C  2.25  -2.72  -1.99
C  3.01  -3.16  -3.07
C  3.70  -4.36  -2.99
C  3.62  -5.12  -1.83
C  2.87  -4.69  -0.75
C  2.18  -3.49  -0.82
C  1.94  -0.15  -3.34
C  3.32  0.07  -3.39
C  3.83  0.98  -4.29
C  2.98  1.69  -5.13
C  1.61  1.49  -5.07
C  1.08  0.57  -4.17
H  -0.59  -2.04  -3.50
H  -3.90  -0.51  -0.39
H  -5.62  -2.08  0.42
H  -5.20  -4.51  0.36
H  -3.07  -5.39  -0.50
H  -1.33  -3.84  -1.31
H  -3.15  -0.15  -3.62
H  -3.75  2.11  -4.42
H  -2.88  4.11  -3.28
H  -1.42  3.88  -1.29
H  -0.90  1.70  -0.41
H  3.07  -2.57  -3.98
H  4.28  -4.70  -3.83
H  4.16  -6.06  -1.77
H  2.82  -5.28  0.15
H  1.60  -3.14  0.03
H  3.98  -0.47  -2.73
H  4.90  1.14  -4.34
H  3.39  2.40  -5.83
H  0.95  2.04  -5.73
H  0.01  0.43  -4.13
O  2.37  0.89  -0.54
S  3.24  0.13  0.43
O  4.37  -0.53  -0.12
O  2.19  -0.84  0.99
C  3.75  1.28  1.66
C  5.03  1.07  2.15
C  5.56  1.95  3.08
C  4.82  3.03  3.51
C  3.53  3.24  3.02
C  2.98  2.37  2.09
S  1.31  2.76  1.58
O  0.71  3.47  2.66
O  1.30  3.34  0.27
O  0.67  1.36  1.53
H  5.61  0.24  1.79
H  6.56  1.79  3.46
H  5.22  3.73  4.22
H  2.94  4.07  3.36
C  -5.44  2.92  4.62
C  -4.40  1.96  4.12
C  -4.69  0.60  4.00
C  -3.72  -0.29  3.57
C  -2.44  0.19  3.27
C  -2.13  1.54  3.38
C  -3.12  2.41  3.80
S  -1.31  -1.03  2.74
C  0.14  -0.67  3.72
O  -0.95  -0.68  1.26
H  -6.45  2.55  4.43
H  -5.33  3.90  4.16
H  -5.34  3.05  5.70
H  -5.68  0.24  4.24
H  -3.94  -1.34  3.47
H  -1.15  1.92  3.15
H  -2.88  3.46  3.89
H  0.40  0.38  3.66
H  0.95  -1.29  3.33
H  -0.10  -0.97  4.74

Values from the calculation:
HOMO energy (alpha / beta) (eV): -14.19 / -14.17
Spin multiplicity: 3
HOMO-LUMO gap (alpha / beta) (eV): 7.619 / 7.529
⟨S²⟩: 2.0259
Net charge: +2

Record 4
Density functional theory data (ωB97M-V/def2-TZVPD) for a molecular structure, C23H18AlCl5N2SeTe.

CARTESIAN COORDINATES (ANGSTROEM)
Al  0.80  -0.45  0.32
Cl  3.66  1.94  -0.72
C  3.49  1.24  0.85
C  2.52  0.27  1.05
C  2.48  -0.32  2.31
Cl  1.19  -1.48  2.47
C  3.31  0.00  3.36
Cl  3.22  -0.81  4.86
C  4.24  1.03  3.14
Cl  5.27  1.51  4.41
C  4.34  1.64  1.88
Cl  5.48  2.89  1.63
Te  0.04  2.03  -0.31
C  -1.96  2.75  -0.65
C  -2.09  4.11  -0.43
C  -3.34  4.70  -0.56
C  -4.44  3.92  -0.90
C  -4.28  2.56  -1.13
C  -3.04  1.96  -1.00
C  -0.57  1.21  1.58
C  -1.45  0.12  1.54
C  -1.99  -0.37  2.72
C  -1.65  0.20  3.93
C  -0.77  1.29  3.96
C  -0.23  1.80  2.79
H  -1.23  4.72  -0.17
H  -3.46  5.76  -0.40
H  -5.42  4.37  -1.00
H  -5.14  1.96  -1.40
H  -2.93  0.90  -1.19
H  -1.80  -0.28  0.59
H  -2.70  -1.19  2.69
H  -2.07  -0.18  4.85
H  -0.51  1.75  4.91
H  0.43  2.65  2.82
C  2.27  -1.47  -3.27
N  1.36  -2.60  -3.35
C  1.17  -3.36  -4.48
C  0.28  -4.33  -4.16
N  -0.07  -4.15  -2.85
C  -0.98  -5.01  -2.11
C  0.59  -3.09  -2.37
Se  0.57  -2.65  -0.53
H  2.26  -0.92  -4.20
H  3.29  -1.82  -3.08
H  1.97  -0.81  -2.46
H  1.67  -3.16  -5.41
H  -0.14  -5.12  -4.76
H  -1.57  -5.59  -2.81
H  -1.64  -4.42  -1.49
H  -0.42  -5.70  -1.47

Values from the calculation:
HOMO energy (eV): -14.27
ΔE to the lowest compared entry with this formula, charge and spin (kcal/mol): 19.8
HOMO-LUMO gap (eV): 7.961
Net charge: +2

Record 5
Density functional theory data (ωB97M-V/def2-TZVPD) for a molecular structure, C25H22AsClCrF6N4S2Sb.

CARTESIAN COORDINATES (ANGSTROEM)
Cr  -0.17  -0.70  0.39
C  1.61  -0.57  3.21
C  1.01  0.76  2.87
C  1.34  1.92  3.63
C  0.62  3.09  3.42
C  -0.45  3.09  2.54
C  -0.64  1.95  1.76
N  0.12  0.80  1.88
Sb  -2.43  1.95  0.31
C  -3.13  -0.05  0.41
C  -4.51  -0.25  0.27
C  -4.94  -1.56  0.52
C  -4.05  -2.47  0.97
C  -2.73  -2.19  1.17
C  -1.85  -3.08  2.00
N  -2.23  -0.97  0.84
C  -1.24  1.91  -1.48
C  -1.48  2.85  -2.43
C  -0.76  2.77  -3.62
C  0.03  1.65  -3.82
C  0.19  0.70  -2.81
C  0.99  -0.53  -2.91
N  -0.45  0.86  -1.64
H  1.56  -0.68  4.27
H  1.16  -1.38  2.70
H  2.63  -0.56  2.86
H  2.10  1.93  4.38
H  0.79  4.02  3.92
H  -1.05  4.01  2.38
H  -5.09  0.58  0.01
H  -6.00  -1.78  0.46
H  -4.36  -3.47  1.21
H  -2.39  -4.01  2.16
H  -0.90  -3.30  1.53
H  -1.61  -2.51  2.94
H  -2.20  3.68  -2.25
H  -0.97  3.50  -4.39
H  0.53  1.50  -4.78
H  1.00  -1.01  -3.91
H  2.03  -0.32  -2.61
H  0.64  -1.24  -2.22
S  1.78  -3.14  0.97
C  2.57  -1.77  0.36
N  1.86  -0.61  0.04
C  2.72  0.49  -0.08
C  2.32  1.82  -0.29
C  3.27  2.82  -0.54
C  4.60  2.51  -0.43
C  5.05  1.16  -0.20
C  4.10  0.19  0.02
S  4.27  -1.52  0.23
H  1.24  2.00  -0.26
H  2.93  3.83  -0.72
H  5.36  3.24  -0.54
H  6.14  0.94  -0.07
F  -0.75  -2.19  -1.06
As  -0.98  -3.77  -2.02
F  -0.79  -4.53  -0.47
F  -2.62  -3.60  -1.79
F  -1.17  -5.23  -2.87
F  -1.07  -2.80  -3.42
F  0.76  -3.78  -2.15
Cl  -4.28  3.03  -0.86

Values from the calculation:
HOMO energy (alpha / beta) (eV): -7.40 / -7.46
Spin multiplicity: 6
HOMO-LUMO gap (alpha / beta) (eV): 6.856 / 5.037
⟨S²⟩: 8.7714
Net charge: 0

Record 6
Density functional theory data (ωB97M-V/def2-TZVPD) for 2 unconnected molecules or ions with the total composition ClH5N3P.

CARTESIAN COORDINATES (ANGSTROEM)
N  1.60  1.27  -0.69
N  0.30  0.36  -2.89
N  -1.24  -0.22  1.87
P  1.01  0.12  -1.54
Cl  0.91  -1.75  -0.62
H  1.63  1.02  0.37
H  -0.08  -0.48  -3.32
H  -0.51  0.25  2.35
H  -1.56  -1.02  2.46
H  -2.06  0.44  2.01

Values from the calculation:
SMILES string: [H]/N=P(\Cl)=N\[H].N
HOMO energy (eV): -9.97
ΔE to the lowest compared entry with this formula, charge and spin (kcal/mol): 33.6
HOMO-LUMO gap (eV): 9.724
Net charge: 0

Record 7
Density functional theory data (ωB97M-V/def2-TZVPD) for a molecular structure, C39H28MoNO2P2S5.

CARTESIAN COORDINATES (ANGSTROEM)
Mo  1.03  -1.49  -0.81
S  0.54  -1.58  1.66
P  -0.46  0.09  1.09
C  0.10  0.31  -0.50
P  0.25  1.80  -1.40
S  2.03  2.63  -1.39
C  -0.36  1.49  -3.08
C  -1.11  0.35  -3.38
C  -1.60  0.16  -4.67
C  -1.34  1.10  -5.66
C  -0.59  2.23  -5.36
C  -0.10  2.42  -4.08
C  -1.03  2.95  -0.75
C  -0.66  4.17  -0.21
C  -1.62  5.02  0.33
C  -2.96  4.65  0.31
C  -3.33  3.43  -0.25
C  -2.37  2.59  -0.78
C  -2.22  -0.31  1.26
C  -2.85  -0.90  0.16
C  -4.15  -1.37  0.27
C  -4.83  -1.25  1.48
C  -4.20  -0.69  2.58
C  -2.89  -0.24  2.47
C  -0.11  1.51  2.16
C  1.24  1.74  2.46
C  1.61  2.86  3.18
C  0.65  3.77  3.60
C  -0.68  3.57  3.28
C  -1.06  2.44  2.56
H  -1.27  -0.40  -2.62
H  -2.16  -0.74  -4.89
H  -1.72  0.94  -6.66
H  -0.38  2.96  -6.14
H  0.52  3.28  -3.85
H  0.39  4.44  -0.18
H  -1.33  5.97  0.76
H  -3.71  5.31  0.73
H  -4.38  3.14  -0.26
H  -2.67  1.65  -1.23
H  -2.31  -1.01  -0.77
H  -4.62  -1.84  -0.58
H  -5.85  -1.62  1.57
H  -4.72  -0.63  3.53
H  -2.39  0.16  3.35
H  1.99  1.04  2.11
H  2.66  3.03  3.40
H  0.95  4.65  4.16
H  -1.43  4.29  3.58
H  -2.10  2.33  2.27
O  -2.20  -3.90  -1.59
C  -1.08  -3.71  -1.17
O  -0.43  -2.61  -1.48
C  -0.43  -4.69  -0.23
C  -1.30  -5.65  0.30
C  -0.87  -6.63  1.16
C  0.48  -6.69  1.49
C  1.36  -5.75  0.97
C  0.94  -4.73  0.11
S  2.22  -3.66  -0.46
H  -2.34  -5.58  0.00
H  -1.57  -7.35  1.56
H  0.86  -7.45  2.16
H  2.41  -5.79  1.24
S  2.00  -1.04  -3.14
C  3.30  -0.73  -2.10
N  3.07  -0.84  -0.81
C  4.19  -0.62  -0.02
C  4.25  -0.69  1.36
C  5.46  -0.42  1.98
C  6.59  -0.09  1.23
C  6.54  -0.04  -0.15
C  5.33  -0.31  -0.77
S  4.95  -0.33  -2.48
H  3.36  -0.96  1.92
H  5.53  -0.47  3.06
H  7.53  0.11  1.74
H  7.42  0.21  -0.73

Values from the calculation:
HOMO energy (alpha / beta) (eV): -4.51 / -4.81
Spin multiplicity: 3
ΔE to the lowest compared entry with this formula, charge and spin (kcal/mol): 0.0
HOMO-LUMO gap (alpha / beta) (eV): 6.897 / 7.278
⟨S²⟩: 2.0308
Net charge: -1

Record 8
Density functional theory data (ωB97M-V/def2-TZVPD) for 12 unconnected molecules or ions with the total composition C25H44Cl22N3O3S.

CARTESIAN COORDINATES (ANGSTROEM)
C  7.46  1.03  2.74
C  6.72  2.30  2.32
C  5.21  2.05  2.02
O  4.87  0.65  2.22
C  3.98  0.46  3.21
O  4.28  0.23  4.34
C  2.54  0.56  2.78
C  1.74  1.34  3.58
C  0.41  1.52  3.23
N  -0.09  0.96  2.12
C  -1.51  1.27  1.81
C  -1.66  2.58  1.03
C  -0.48  2.89  0.11
N  0.55  3.73  0.61
O  -0.42  2.47  -1.01
C  0.68  0.16  1.32
S  -0.05  -0.56  -0.12
C  2.04  -0.07  1.62
N  2.82  -0.83  0.79
C  3.56  -1.97  1.41
C  5.01  -2.03  0.88
H  7.45  0.28  1.95
H  7.06  0.63  3.67
H  8.50  1.29  2.93
H  7.16  2.65  1.39
H  6.77  3.04  3.12
H  4.58  2.68  2.65
H  4.98  2.27  0.99
H  2.14  1.82  4.46
H  -0.24  2.15  3.81
H  -2.02  0.43  1.37
H  -1.97  1.42  2.78
H  -1.77  3.42  1.70
H  -2.55  2.57  0.40
H  1.37  3.15  0.79
H  0.29  4.09  1.52
H  -0.60  -1.68  0.39
H  2.27  -1.19  0.02
H  3.10  -2.91  1.12
H  3.54  -1.92  2.49
H  5.74  -2.09  1.69
H  5.15  -2.82  0.16
H  5.21  -1.10  0.37
C  -2.59  -0.27  -3.55
Cl  -3.77  -0.70  -2.31
Cl  -1.29  -1.47  -3.66
H  -3.09  -0.21  -4.51
H  -2.15  0.69  -3.30
C  -4.96  -3.57  -4.80
Cl  -5.55  -4.76  -3.63
Cl  -6.02  -3.45  -6.21
H  -4.91  -2.60  -4.31
H  -3.98  -3.87  -5.14
C  -0.89  -0.91  6.40
Cl  -0.33  -0.79  4.72
Cl  -1.98  0.42  6.80
H  -1.42  -1.85  6.53
H  -0.03  -0.87  7.06
C  2.15  -1.09  -4.67
Cl  2.64  -1.16  -2.96
Cl  2.81  -2.44  -5.59
H  1.06  -1.14  -4.71
H  2.51  -0.16  -5.10
C  -9.28  -2.64  -8.01
Cl  -8.83  -2.48  -9.71
Cl  -10.50  -1.44  -7.54
H  -9.70  -3.63  -7.85
H  -8.40  -2.50  -7.40
C  11.43  1.63  1.23
Cl  10.87  0.50  2.47
Cl  10.37  1.64  -0.18
H  11.45  2.62  1.65
H  12.43  1.33  0.92
C  -1.77  -6.11  -2.51
Cl  -2.06  -4.87  -3.74
Cl  -0.05  -6.40  -2.26
H  -2.21  -5.77  -1.57
H  -2.24  -7.03  -2.83
C  -3.92  6.21  1.16
Cl  -3.84  5.00  2.46
Cl  -2.47  7.21  1.11
H  -4.02  5.69  0.22
H  -4.79  6.84  1.33
C  -13.22  -2.42  -5.25
Cl  -13.59  -2.74  -3.55
Cl  -12.70  -3.87  -6.10
H  -14.12  -2.04  -5.73
H  -12.43  -1.68  -5.30
C  -4.67  0.71  9.20
Cl  -6.30  0.22  8.72
Cl  -4.64  2.34  9.88
H  -4.30  0.02  9.94
H  -4.04  0.70  8.32
C  5.11  1.11  -4.52
Cl  4.04  1.51  -5.87
Cl  6.01  2.53  -3.96
H  4.51  0.74  -3.70
H  5.82  0.36  -4.84

Values from the calculation:
HOMO energy (eV): -11.86
HOMO-LUMO gap (eV): 7.573
Net charge: +1

- Number 6 is which compound?
  ClH5N3P

- Among the records above, which one has the lowest net charge?
  C39H28MoNO2P2S5

Copy entry 1 word for word.
Density functional theory data (ωB97M-V/def2-TZVPD) for 2 unconnected molecules or ions with the total composition C14H16.

CARTESIAN COORDINATES (ANGSTROEM)
C  3.80  0.85  -2.88
C  0.41  -0.14  -1.36
C  0.54  -1.49  -1.30
C  1.55  0.70  -1.71
C  2.64  0.00  -2.20
C  1.71  -2.20  -1.54
C  2.71  -1.42  -2.05
H  -0.54  0.33  -1.26
H  -0.21  -2.13  -0.87
H  1.42  1.71  -1.80
H  1.91  -3.27  -1.44
H  4.80  1.21  -2.50
H  3.27  1.66  -3.53
H  3.67  -1.74  -2.14
H  4.24  0.21  -3.61
C  -2.42  -1.87  1.91
C  -1.59  2.29  1.93
C  -2.99  1.92  1.85
C  -0.59  1.41  1.91
C  -3.24  0.57  1.82
C  -0.81  0.07  2.16
C  -2.12  -0.41  1.95
H  -1.31  3.29  1.55
H  -3.69  2.67  1.57
H  0.43  1.80  1.74
H  -4.17  0.04  1.44
H  0.05  -0.55  2.26
H  -2.62  -2.45  2.85
H  -1.44  -2.30  1.64
H  -3.35  -2.06  1.26

Values from the calculation:
HOMO energy (alpha / beta) (eV): -11.63 / -11.60
Spin multiplicity: 2
ΔE to the lowest compared entry with this formula, charge and spin (kcal/mol): 58.5
HOMO-LUMO gap (alpha / beta) (eV): 7.317 / 3.424
⟨S²⟩: 0.7672
Net charge: +1

- net charge of number 1 (C14H16)?
  +1